(1)
The following is a quantum chemistry calculation of a molecular structure, C20H19F3N2O3S2, from OMol25.

XYZ file:
```
49
C20H19F3N2O3S2, DFT wB97M-V/def2-TZVPD
C 4.0671 0.7383 3.1393
C 3.5425 1.7358 2.2857
C 2.3466 1.5374 1.5856
C 1.7293 0.2841 1.6725
C 0.4192 -0.0290 0.9308
C -0.5734 -0.3147 2.0339
N -1.6856 0.3349 2.3298
C -2.7755 -0.2598 3.1460
C -3.7902 0.8687 3.3385
C -3.1227 2.1643 2.8345
C -1.8261 1.7678 2.1093
C 2.1836 -0.6993 2.5475
C 3.3836 -0.4969 3.2323
H 5.1078 0.8528 3.4969
H 4.0644 2.6684 2.1312
H 1.9093 2.2903 0.9161
H 0.0577 0.7501 0.2609
H -0.3876 -1.1622 2.7431
H -3.1744 -1.1384 2.6022
H -2.3655 -0.5779 4.1216
H -4.6649 0.6112 2.7410
H -4.0933 0.9269 4.3900
H -3.8024 2.6972 2.1666
H -2.9282 2.8221 3.6922
H -0.9924 2.3706 2.5233
H -1.8654 2.0401 1.0431
H 1.6659 -1.6525 2.6602
H 3.8439 -1.2923 3.8010
F 1.3476 -1.5261 -8.0868
C 0.7109 -0.8099 -7.1008
F 1.2031 0.4419 -7.0902
F -0.5914 -0.7073 -7.4730
S 0.9818 -1.6778 -5.4605
N 0.0248 -0.1898 -4.7200
C 1.0546 0.2518 -3.7820
O 2.1066 0.7432 -4.1022
C 0.6171 -0.1547 -2.4061
C -0.6991 -0.6439 -2.4233
C -1.2464 -1.3790 -1.3701
C -0.4741 -1.6322 -0.2858
C 0.9469 -1.3522 -0.3111
C 1.5077 -0.5675 -1.4077
S -1.2574 -1.1895 -3.9923
O -2.4833 -0.6892 -4.5085
O -0.9409 -2.6147 -3.9597
H -2.2805 -1.6687 -1.3896
H -0.9116 -2.1281 0.5647
H 1.5485 -2.1203 0.2197
H 2.5618 -0.2238 -1.3896
```

**Highest occupied orbital energy**: -0.2308 hartree
**Energy relative to the best compared isomer or geometry (same formula, charge and spin)**: 130.8 kcal/mol
**Total energy**: -2204.4665 a.u.
**HOMO-LUMO gap**: 0.1940 Ha

natural (NBO) charges, unit e, in atom order:
1 C -0.243
2 C -0.184
3 C -0.243
4 C 0.010
5 C -0.386
6 C 0.212
7 N -0.372
8 C -0.211
9 C -0.416
10 C -0.413
11 C -0.228
12 C -0.252
13 C -0.189
14 H 0.221
15 H 0.215
16 H 0.220
17 H 0.229
18 H 0.192
19 H 0.215
20 H 0.203
21 H 0.219
22 H 0.225
23 H 0.227
24 H 0.218
25 H 0.218
26 H 0.216
27 H 0.204
28 H 0.214
29 F -0.337
30 C 0.856
31 F -0.313
32 F -0.320
33 S 0.355
34 N -0.741
35 C 0.660
36 O -0.505
37 C -0.119
38 C -0.439
39 C -0.239
40 C -0.156
41 C -0.130
42 C -0.270
43 S 2.255
44 O -0.883
45 O -0.896
46 H 0.224
47 H 0.201
48 H 0.237
49 H 0.239


(2)
The following is a quantum chemistry calculation of a molecular structure, C22H22Cl2NiO21, from OMol25.

XYZ file:
```
68
C22H22Cl2NiO21, DFT wB97M-V/def2-TZVPD
Ni 0.1627 -36.0661 5.8007
Cl 3.1350 -37.9313 5.1046
O 1.7958 -37.6636 5.5975
O 3.3553 -37.2744 3.8373
O 4.2030 -37.5588 6.0300
O 3.1919 -39.3413 4.8879
Cl -1.6411 -33.4924 7.3966
O -0.3623 -33.1784 7.9804
O -1.3260 -34.5459 6.4187
O -2.4399 -34.0884 8.3873
O -2.2120 -32.3270 6.7984
C 4.5139 -35.1837 9.2984
C 3.5299 -35.0789 8.3441
C 2.1342 -35.5369 8.4378
O 1.2897 -35.6251 7.5340
C 1.8008 -35.8511 9.8556
C 2.7411 -35.7699 10.8378
C 4.1860 -35.6583 10.6412
O 5.0553 -35.9514 11.4202
O 2.3172 -35.8593 12.1167
O 3.9356 -34.6281 7.1332
H 5.5579 -35.0949 9.0364
H 0.7666 -36.0179 10.1182
H 3.1019 -36.0560 12.6335
H 4.8814 -34.7892 7.1012
C 2.6945 -32.4856 4.6245
C 2.8920 -31.4254 3.8081
C 1.9753 -30.9438 2.7445
O 2.2207 -29.9813 2.0358
C 0.8268 -31.7771 2.5627
C 0.6054 -32.8487 3.3173
C 1.4848 -33.2683 4.4514
O 1.3756 -34.3076 5.1572
O -0.6230 -33.5172 3.2598
O 4.0219 -30.7487 4.0310
H 3.3914 -32.7188 5.4160
H 0.1050 -31.4465 1.8305
H -1.2219 -33.1707 2.5944
H 4.0654 -29.9401 3.5154
C 0.6549 -36.1544 1.9612
C 0.8456 -36.4414 0.6686
C -0.0965 -37.2231 -0.1933
O 0.2643 -37.4863 -1.3724
C -1.4057 -37.4213 0.4655
C -1.5645 -37.2383 1.7827
C -0.5447 -36.6009 2.6761
O -0.5865 -36.5072 3.9380
O -2.7715 -37.7325 2.3059
O 1.9849 -36.0758 0.0272
H 1.3490 -35.5187 2.4910
H -2.2404 -37.7827 -0.1168
H -3.0945 -38.4060 1.7029
H 2.0272 -36.4989 -0.8335
C -0.9344 -38.2095 9.3047
C -0.5041 -38.5875 7.8280
O -0.8379 -37.7257 6.7094
C -2.1636 -37.8629 6.2913
C -2.2390 -39.1673 5.4010
H -0.1951 -38.6102 9.9983
H -1.1692 -37.1628 9.4982
H -1.8233 -38.8090 9.5010
H 0.5838 -38.6197 7.8878
H -0.6962 -39.6267 7.5610
H -2.8808 -37.9303 7.1093
H -2.4116 -36.9445 5.7592
H -1.4638 -39.2401 4.6382
H -3.1784 -39.1714 4.8482
H -2.1287 -40.1141 5.9297
```

**Highest occupied orbital energy (alpha / beta)**: -0.1406 / -0.2173 hartree
**Expectation value of S²**: 3.78
**Total energy**: -4859.7239 a.u.
**2S+1**: 4
**Total charge**: -1
**HOMO-LUMO gap (alpha / beta)**: 0.1299 / 0.2067 Ha

natural (NBO) charges, unit e, in atom order:
1 Ni 1.666
2 Cl 2.552
3 O -0.932
4 O -0.840
5 O -0.867
6 O -0.854
7 Cl 2.582
8 O -0.889
9 O -0.973
10 O -0.846
11 O -0.814
12 C -0.365
13 C 0.321
14 C 0.537
15 O -0.567
16 C -0.340
17 C 0.290
18 C 0.463
19 O -0.519
20 O -0.631
21 O -0.618
22 H 0.226
23 H 0.250
24 H 0.493
25 H 0.492
26 C -0.333
27 C 0.303
28 C 0.466
29 O -0.523
30 C -0.366
31 C 0.330
32 C 0.509
33 O -0.568
34 O -0.624
35 O -0.640
36 H 0.257
37 H 0.232
38 H 0.494
39 H 0.500
40 C -0.374
41 C 0.263
42 C 0.384
43 O -0.660
44 C -0.398
45 C 0.221
46 C 0.471
47 O -0.821
48 O -0.697
49 O -0.684
50 H 0.214
51 H 0.200
52 H 0.473
53 H 0.501
54 C -0.654
55 C -0.073
56 O -0.597
57 C -0.067
58 C -0.649
59 H 0.215
60 H 0.234
61 H 0.204
62 H 0.206
63 H 0.190
64 H 0.172
65 H 0.224
66 H 0.236
67 H 0.217
68 H 0.192


(3)
The following is a quantum chemistry calculation of 8 unconnected molecules or ions with the total composition C26H50N5O10, from OMol25.

XYZ file:
```
91
C26H50N5O10, DFT wB97M-V/def2-TZVPD
N 1.9993 -1.2404 -0.2740
H 2.4949 -0.3787 -0.4527
H 2.6249 -1.8873 0.1845
H 1.5852 -1.6821 -1.0823
H 1.2195 -1.0684 0.3445
N 4.4406 4.5075 3.0015
H 3.8328 3.7861 3.3624
H 5.1813 4.9061 3.5607
H 3.7806 5.2527 2.8307
H 4.7563 4.1698 2.1035
N 0.2606 2.6969 -5.1904
H -0.1640 3.5098 -4.7673
H -0.0832 2.8862 -6.1210
H -0.0112 1.7789 -4.8686
H 1.2332 2.9319 -5.3282
C -3.8882 -6.3524 -4.7823
C -4.3674 -6.1988 -6.0527
C -4.0001 -4.9206 -6.7620
O -4.1742 -4.7583 -8.0409
C -3.2628 -3.8915 -6.2164
C -2.6417 -3.9228 -4.8977
C -2.9518 -5.3089 -4.0845
O -2.5799 -5.4696 -2.9146
O -2.0462 -3.0073 -4.3593
O -5.1722 -7.1029 -6.4946
H -4.0451 -7.2626 -4.2226
H -2.9201 -3.0545 -6.8067
C -3.3650 -0.1591 5.9860
C -2.1997 0.1068 5.1889
C -1.5121 1.4326 5.6225
O -0.3824 1.6423 5.2179
C -2.1729 2.4076 6.3497
C -3.3684 2.2033 6.8340
C -4.0062 0.8446 6.7023
O -5.0519 0.5498 7.4190
O -3.9919 3.2260 7.3845
O -1.8565 -0.6542 4.2491
H -3.6753 -1.1931 5.9546
H -1.6983 3.3711 6.2366
O 5.1860 2.4747 -2.4008
C 6.2894 2.2031 -3.2575
C 5.9785 1.9865 -4.7799
O 5.3260 2.9645 -5.5427
H 6.7864 1.3410 -2.8128
H 7.0412 2.9816 -3.1278
H 5.3802 1.0937 -4.9615
H 6.8991 1.7765 -5.3244
C -7.3444 4.8266 -2.3143
C -7.3150 4.7492 -0.7812
N -6.0241 4.9517 -0.1378
C -6.1924 5.0147 1.3485
C -6.6713 6.4207 1.6981
C -5.1037 3.9142 -0.4438
C -3.5862 4.2196 -0.1568
H -6.8037 4.0196 -2.8089
H -6.7903 5.6974 -2.6646
H -8.3409 4.9317 -2.7433
H -8.0751 5.2931 -0.2203
H -7.7066 3.7624 -0.5342
H -6.8992 4.2298 1.6180
H -5.2811 4.8871 1.9326
H -7.4816 6.8927 1.1424
H -7.0618 6.2118 2.6940
H -5.8537 7.1367 1.7815
H -5.1089 3.6317 -1.4966
H -5.5145 3.0134 0.0122
H -3.0736 3.2596 -0.2183
H -3.3025 4.5548 0.8408
H -3.1203 4.9104 -0.8596
C 5.3400 -5.4072 -0.6395
C 4.8354 -5.5725 0.7927
N 5.3703 -4.4889 1.6736
C 6.7774 -4.3319 1.6537
C 7.5075 -5.5428 2.2618
C 4.7147 -4.5857 2.9419
C 5.0023 -3.3523 3.8153
H 5.3007 -4.4528 -1.1646
H 4.7686 -6.0447 -1.3142
H 6.3707 -5.7372 -0.7694
H 3.7523 -5.5037 0.6917
H 4.9418 -6.6064 1.1208
H 7.1179 -4.2663 0.6203
H 7.0728 -3.4596 2.2367
H 7.6835 -5.4956 3.3365
H 6.9637 -6.4435 1.9771
H 8.5316 -5.6217 1.8970
H 5.1195 -5.3866 3.5606
H 3.6381 -4.6951 2.8108
H 5.0693 -2.4733 3.1742
H 5.8648 -3.3349 4.4816
H 4.2008 -3.2442 4.5460
```

**Highest occupied orbital energy**: 0.0286 hartree
**Energy relative to the best compared isomer or geometry (same formula, charge and spin)**: 288.2 kcal/mol
**Total energy**: -2046.1368 a.u.
**Total charge**: -3
**HOMO-LUMO gap**: 0.0424 Ha

Mulliken charges, unit e, in atom order:
1 N -0.500
2 H 0.404
3 H 0.243
4 H 0.409
5 H 0.404
6 N -1.200
7 H 0.431
8 H 0.539
9 H 0.459
10 H 0.512
11 N -0.766
12 H 0.420
13 H 0.412
14 H 0.366
15 H 0.433
16 C -0.562
17 C 0.270
18 C 0.506
19 O -0.774
20 C -0.770
21 C 0.553
22 C 0.419
23 O -0.724
24 O -0.761
25 O -0.810
26 H 0.379
27 H 0.309
28 C -0.594
29 C 0.301
30 C 0.507
31 O -0.754
32 C -0.547
33 C 0.505
34 C 0.383
35 O -0.769
36 O -0.829
37 O -0.779
38 H 0.369
39 H 0.259
40 O -0.962
41 C -0.260
42 C -0.436
43 O -0.852
44 H 0.208
45 H 0.220
46 H 0.227
47 H 0.205
48 C -1.354
49 C -0.463
50 N -0.083
51 C -0.541
52 C -1.150
53 C -0.454
54 C -1.221
55 H 0.300
56 H 0.339
57 H 0.389
58 H 0.449
59 H 0.376
60 H 0.383
61 H 0.388
62 H 0.327
63 H 0.362
64 H 0.292
65 H 0.242
66 H 0.419
67 H 0.375
68 H 0.332
69 H 0.290
70 C -1.395
71 C -0.461
72 N 0.166
73 C -0.663
74 C -1.060
75 C -0.400
76 C -1.389
77 H 0.336
78 H 0.423
79 H 0.320
80 H 0.389
81 H 0.289
82 H 0.361
83 H 0.371
84 H 0.311
85 H 0.252
86 H 0.384
87 H 0.263
88 H 0.451
89 H 0.355
90 H 0.294
91 H 0.406


Number 1: largest force on an atom 0.10089 hartree/bohr. Number 2: largest force on an atom 0.08055 hartree/bohr. Number 3: largest force on an atom 0.13482 hartree/bohr.